1.
C10H4Cl5N2PtSSbSe4 | the ωB97M-V functional and the def2-TZVPD basis

Last column: Mulliken charge in e.
Atoms and positions in Å:
Pt 0.26 0.34 0.25  0.409
Cl -0.53 2.66 0.10  -0.235
C -2.04 1.74 0.11  0.814
C -1.77 0.38 0.11  -1.164
C -2.89 -0.43 0.19  1.474
Cl -2.72 -2.15 0.21  -0.228
C -4.18 0.11 0.23  -0.381
Cl -5.56 -0.92 0.32  -0.166
C -4.38 1.49 0.22  0.764
Cl -5.96 2.16 0.28  -0.180
C -3.28 2.34 0.16  -0.651
Cl -3.42 4.05 0.16  -0.175
S 0.44 -1.91 0.03  -0.368
C 2.12 -2.36 -0.14  0.198
N 2.96 -2.23 0.92  0.131
C 4.23 -2.65 0.92  -0.253
C 4.70 -3.27 -0.21  -0.477
C 3.81 -3.38 -1.27  -0.039
N 2.56 -2.95 -1.24  -0.428
H 2.58 -1.74 1.73  0.262
H 4.81 -2.47 1.81  0.490
H 5.72 -3.61 -0.27  0.389
H 4.13 -3.85 -2.19  0.429
Se 4.65 3.69 -0.30  -0.217
Sb 4.48 1.21 -0.15  0.978
Se 4.58 0.27 -2.42  -0.286
Se 6.43 0.19 0.82  -0.503
Se 2.45 0.94 1.21  -0.586

Its net charge is 0. The energy above the lowest of the compared OMol25 structures with the same formula, charge and spin is 0.7356 eV. Its molar mass is 994.17 g/mol. As for the spin multiplicity: 3. The calculation puts the largest force on an atom at 0.35 eV/Å. The calculation puts the HOMO-LUMO gap (alpha / beta) at 0.268 / 0.203 Eh. The HOMO energy (alpha / beta) is -8.606 / -8.382 eV.

=====

2.
C10H4MgN2O4 | the ωB97M-V functional and the def2-TZVPD basis

Last column: Mulliken charge in e.
Atoms and positions in Å:
Mg 0.01 0.46 0.01  0.906
O 0.03 3.72 -1.98  -0.069
C 0.02 2.70 -1.43  0.135
C 1.75 -0.94 0.32  0.310
O 2.71 -1.49 0.63  -0.092
C -1.77 -0.90 0.34  0.254
O -2.73 -1.39 0.71  -0.071
C 0.00 -0.93 -1.76  0.234
O 0.00 -1.51 -2.74  -0.077
N 0.00 0.00 7.37  -0.278
C 0.00 0.00 6.22  -0.358
C -0.01 0.00 4.76  0.759
C 1.20 -0.15 4.11  -0.790
C 1.15 -0.11 2.73  0.073
N 0.00 0.05 2.16  -0.259
C -1.18 0.17 2.71  0.109
C -1.21 0.15 4.10  -0.897
H 2.15 -0.27 4.58  0.539
H 2.10 -0.15 2.23  0.481
H -2.09 0.31 2.13  0.549
H -2.14 0.27 4.57  0.543

Its net charge is +2. The energy above the lowest of the compared OMol25 structures with the same formula, charge and spin is 0.7593 eV. Its molar mass is 240.46 g/mol. The calculation puts the largest force on an atom at 5.56 eV/Å. The calculation puts the HOMO-LUMO gap at 0.296 Eh. The HOMO energy is -17.366 eV.

=====

3.
C10H4NReS5Sb | the ωB97M-V functional and the def2-TZVPD basis

Last column: Mulliken charge in e.
Atoms and positions in Å:
Re -1.12 -1.54 2.71  0.683
S 2.92 -1.95 4.78  -0.253
Sb 1.01 -2.60 5.51  1.131
S -0.29 -3.48 2.85  -0.205
S -0.72 -0.44 4.49  -0.218
S -0.38 -3.58 6.83  -0.240
S -4.58 -1.93 2.46  -0.053
C -3.10 -1.75 2.54  0.360
N 1.54 3.04 -5.63  -0.280
C 1.23 2.52 -4.66  -0.251
C 0.83 1.86 -3.45  0.860
C 0.48 2.65 -2.33  -0.604
C 0.10 2.02 -1.18  -0.519
C 0.06 0.60 -1.13  0.490
C 0.42 -0.18 -2.27  -0.514
C 0.80 0.45 -3.42  -0.603
C -0.32 -0.03 0.03  0.232
C -0.69 -0.61 1.07  0.026
H 0.52 3.72 -2.40  0.503
H -0.18 2.59 -0.30  0.476
H 0.39 -1.26 -2.21  0.476
H 1.08 -0.11 -4.30  0.503

Its net charge is +2. Its molar mass is 606.45 g/mol. As for the spin multiplicity: 2. The calculation puts the largest force on an atom at 0.41 eV/Å. The calculation puts the HOMO-LUMO gap (alpha / beta) at 0.159 / 0.216 Eh. The HOMO energy (alpha / beta) is -14.790 / -15.939 eV.

=====

Q: Among the records above, which one has the lowest net charge?
A: C10H4Cl5N2PtSSbSe4